The following is a quantum chemistry calculation of a 2-piece molecular cluster, C3H9NO3 overall at a distorted geometry, from the Open Molecules 2025 dataset.

Results
Max |F| = 1.48 eV/Å
Frontier orbital gap = 10.5 eV
Structure (SMILES) = CCNC(=O)O.O
LUMO level = 0.58 eV
Charge = 0

Each line ends with the Mulliken charge.
CARTESIAN COORDINATES (ANGSTROEM)
C  -2.4460  2.3090  0.4824  -1.0506
C  -2.0691  1.0930  -0.3778  -0.4126
N  -0.8311  0.5012  0.0615  -0.1777
C  0.3861  0.9525  -0.2778  0.5957
O  0.6805  1.6121  -1.2408  -0.5738
O  1.2974  0.4631  0.6157  -0.5046
H  -1.6306  3.0236  0.3856  0.2900
H  -3.4038  2.7144  0.1973  0.3584
H  -2.3687  2.0293  1.5409  0.2999
H  -2.8307  0.3157  -0.2679  0.3092
H  -2.0237  1.3910  -1.4242  0.2907
H  -0.8851  -0.1415  0.8307  0.2327
H  2.2189  0.7043  0.5007  0.3427
O  4.8001  -5.9214  -0.5529  -0.6406
H  5.0055  -4.9805  -0.5627  0.3206
H  4.1004  -6.0658  0.0895  0.3200